*w*
A gas-phase ion, C4H12NO (charge +2). Source: the Open Molecules 2025 dataset; level of theory: wB97M-V/def2-TZVPD.

2S+1: 2
Total charge: +2
Kohn-Sham gap (spin up / spin down) (Eh): 0.51594 / 0.27957

Each line ends with the Löwdin spin population.
Positions of all 18 atoms, in Å:
O: 0.04129 -0.32907 2.60210  0.612
N: -0.95609 0.49981 -2.07561  0.000
C: 1.12245 0.19319 0.42568  0.117
C: 0.22752 -0.88811 -0.29289  0.018
C: 0.61318 0.65999 1.83080  0.155
C: -1.08582 -0.41969 -0.88710  0.002
H: 1.18348 1.11896 -0.14479  0.007
H: 0.83986 -1.42663 -1.01601  0.005
H: -1.74897 1.13763 -2.13714  0.000
H: -1.69445 -1.26808 -1.20049  0.001
H: 1.50076 0.99210 2.43012  0.077
H: -0.87442 -0.02838 -2.95778  0.000
H: 2.13454 -0.20596 0.45625  0.000
H: -1.75071 0.05864 -0.15007  0.000
H: -0.03267 -1.59811 0.47905  0.002
H: -0.09965 1.47673 1.79384  0.001
H: 0.67911 -1.02554 2.89468  0.003
H: -0.09942 1.05252 -2.05062  0.000



*x*
A gas-phase ion, C4H12NO (charge +2). Source: the Open Molecules 2025 dataset; level of theory: wB97M-V/def2-TZVPD.

2S+1: 2
Total charge: +2
Kohn-Sham gap (spin up / spin down) (Eh): 0.49704 / 0.25107

Each line ends with the Löwdin spin population.
Positions of all 18 atoms, in Å:
O: 0.95817 -1.92143 -0.77928  0.684
N: -0.61853 -0.64467 1.35305  0.001
C: -0.41922 1.79466 1.02166  0.006
C: 0.53686 -0.92030 -1.74807  0.119
C: -0.12864 0.24265 -0.95301  0.089
C: 0.11418 0.43834 0.57040  0.002
H: -1.21029 0.19229 -1.09231  0.000
H: 1.17425 0.28727 0.73674  0.001
H: -0.04911 -1.51742 -2.47944  0.069
H: 1.46906 -0.64822 -2.22712  0.003
H: 0.16956 1.13264 -1.50035  0.019
H: -0.10266 1.98387 2.03103  0.002
H: 0.12146 2.54226 0.43496  0.000
H: -1.60311 -0.42660 1.50667  0.000
H: -0.66548 -1.58008 0.92418  0.000
H: -1.46863 1.88917 0.73975  0.000
H: 1.93662 -2.04552 -0.81144  0.005
H: -0.21449 -0.79890 2.27258  0.000



We find *w* to be the most stable, with the next structure 0.687 eV higher.



*w*
C2H4NPS in the gas phase. Source: the Open Molecules 2025 dataset; level of theory: wB97M-V/def2-TZVPD.

2S+1: 1
Total charge: 0
Kohn-Sham gap (Eh): 0.31205
SMILES: C/C=N/P=S

Each line ends with the Löwdin charge.
Positions of all 9 atoms, in Å:
S: 2.85909 0.36508 3.29195  -0.015
P: 1.31600 1.52847 3.04969  0.299
N: 0.78226 1.23571 1.59434  -0.367
C: 0.65063 0.81326 0.41312  -0.182
C: -0.36657 -0.30943 -0.09941  -0.038
H: -1.38965 -0.27070 0.28214  0.073
H: 1.25374 1.38637 -0.27312  0.105
H: -0.42041 -0.46590 -1.19997  0.078
H: 0.01970 -1.20411 0.30246  0.046



*x*
C2H4NPS in the gas phase. Source: the Open Molecules 2025 dataset; level of theory: wB97M-V/def2-TZVPD.

2S+1: 1
Total charge: 0
Kohn-Sham gap (spin up / spin down) (Eh): 0.24266 / 0.24032
SMILES: C/C=P/N=S

Each line ends with the Löwdin charge.
Positions of all 9 atoms, in Å:
S: -1.77045 -3.09771 -0.31884  0.555
P: 0.39377 -1.16024 -0.86941  0.764
N: -0.44719 -2.66991 -0.99076  -0.901
C: 0.05112 0.11865 0.36827  -0.423
C: 0.53109 1.49092 0.20097  -0.209
H: -0.25314 2.08819 0.02219  0.035
H: -0.69941 -0.24734 1.14958  0.052
H: 1.17774 1.54223 -0.62044  0.044
H: 1.01647 1.93520 1.05843  0.083



We find *w* to be the most stable, with the next structure 3.011 eV higher.



*w*
2 unconnected molecules or ions with the total composition C9H13BrN. Source: the Open Molecules 2025 dataset; level of theory: wB97M-V/def2-TZVPD.

2S+1: 1
Total charge: +1
Kohn-Sham gap (Eh): 0.32708

Each line ends with the Löwdin charge.
Positions of all 24 atoms, in Å:
Br: -2.56889 0.53100 -0.97885  0.524
N: 0.58031 -0.33375 -0.15210  -0.056
C: 0.66926 1.82269 -1.23641  0.116
C: -0.41133 -2.06741 1.12160  0.000
C: 0.07268 -0.74684 1.03299  -0.022
C: -0.21611 -2.31610 -1.17752  -0.036
C: -2.24551 1.84338 0.64602  -0.284
C: 0.29171 -1.04635 -1.23399  -0.059
C: -0.60461 -2.89512 -0.00461  -0.001
C: 1.14557 0.90714 -0.34203  -0.328
C: 2.31499 1.08376 0.59015  -0.010
H: 0.56554 -0.55783 -2.24059  0.186
H: -1.50643 2.44484 0.26944  -0.048
H: -0.99498 -3.92094 0.14305  0.147
H: 3.24642 0.71742 0.12045  0.107
H: 2.15888 0.46832 1.43986  0.050
H: -3.30486 2.29942 0.77506  0.073
H: 1.29789 2.59499 -1.26602  0.036
H: 0.16341 -0.25713 2.02901  0.165
H: 2.66065 2.03327 1.08610  0.120
H: -1.85479 1.08851 1.31438  -0.020
H: -0.20788 1.76210 -1.95418  0.080
H: -0.46133 -2.88996 -2.02967  0.120
H: -0.79060 -2.56541 2.04783  0.140



*x*
A gas-phase ion, C9H13BrN (charge +1). Source: the Open Molecules 2025 dataset; level of theory: wB97M-V/def2-TZVPD.

2S+1: 1
Total charge: +1
Kohn-Sham gap (Eh): 0.36781
SMILES: C[N+](C)(C)c1ccccc1Br

Each line ends with the Löwdin charge.
Positions of all 24 atoms, in Å:
Br: -1.59795 2.62193 1.16165  0.797
N: 0.18336 -0.18522 0.67330  -0.313
C: -1.03099 -0.52119 1.69450  0.036
C: -0.14675 -0.04906 -1.80525  -0.022
C: -0.78860 1.90954 -2.90643  -0.059
C: -1.13541 1.63672 -0.48828  -0.482
C: -1.19149 2.38583 -1.66971  -0.121
C: -0.33513 0.62206 -2.99953  -0.045
C: 0.83420 -1.51922 0.52745  -0.027
C: 1.14586 0.60169 1.34611  -0.061
C: -0.33022 0.45826 -0.50785  -0.225
H: 1.31970 0.18589 2.34753  0.127
H: -0.93806 2.69162 -3.68900  0.139
H: -0.02660 -0.01669 -3.82709  0.129
H: -2.05582 -0.41413 1.24207  0.115
H: 0.85037 1.64718 1.43480  0.066
H: 2.10129 0.62777 0.77143  0.142
H: 0.17500 -2.32629 -0.00165  0.158
H: 0.45462 -0.90827 -2.01150  0.105
H: 1.14121 -1.92791 1.51207  0.126
H: -0.85192 -1.59333 1.95676  0.101
H: -0.97181 0.19431 2.55939  0.087
H: -1.56310 3.44878 -1.71635  0.134
H: 1.61065 -1.39157 -0.20782  0.096



We find *x* to be the most stable, with the next structure 0.363 eV higher.



*w*
2 unconnected molecules or ions with the total composition C6H17NPS. Source: the Open Molecules 2025 dataset; level of theory: wB97M-V/def2-TZVPD.

2S+1: 3
Total charge: +1
Kohn-Sham gap (spin up / spin down) (Eh): 0.18939 / 0.25649

Each line ends with the Löwdin spin population.
Positions of all 26 atoms, in Å:
S: 0.20213 -0.51112 0.93283  0.893
P: 2.05223 0.03861 0.12754  0.163
N: -3.05667 -0.62889 1.32737  0.264
C: 3.32193 -2.28351 -1.13084  0.001
C: 2.64978 1.50865 1.03047  0.023
C: 3.44155 -1.19261 -0.06091  0.026
C: -2.53313 -0.10355 0.27971  0.442
C: -2.81859 1.30108 -0.11484  0.051
C: -4.15090 1.28335 -0.99920  0.038
H: 3.42725 -1.51767 0.95763  0.002
H: -3.05191 1.87839 0.75325  0.003
H: 4.31136 -2.83550 -1.11461  0.001
H: -3.05132 -1.68944 1.48935  0.004
H: -3.87969 1.50146 -2.03411  0.001
H: -4.66874 0.23419 -0.80691  0.002
H: 4.39748 -0.82797 -0.27479  0.004
H: -3.28305 0.00490 2.03364  0.010
H: 3.29297 1.00000 1.74727  0.000
H: -4.85520 1.96695 -0.51692  0.005
H: -2.11336 -0.73977 -0.59725  0.031
H: 1.62563 0.50809 -1.16061  0.026
H: 3.13042 -1.81188 -2.18760  0.000
H: 1.84356 1.94010 1.55465  0.001
H: 2.55789 -3.01764 -0.99004  0.000
H: -1.99018 1.77270 -0.59614  0.005
H: 3.19855 2.22107 0.35109  0.003



*x*
2 unconnected molecules or ions with the total composition C6H17NPS. Source: the Open Molecules 2025 dataset; level of theory: wB97M-V/def2-TZVPD.

2S+1: 3
Total charge: +1
Kohn-Sham gap (spin up / spin down) (Eh): 0.31213 / 0.24056

Each line ends with the Löwdin spin population.
Positions of all 26 atoms, in Å:
S: 2.96282 1.48469 0.64692  0.139
P: 0.10217 1.30772 -0.56196  0.198
N: 1.76887 -0.70962 -0.75679  0.050
C: -2.63596 1.17810 -0.84926  0.008
C: -1.57760 0.47588 -0.00027  0.056
C: -1.61816 0.52494 1.42829  0.055
C: 1.40906 0.39579 0.20163  0.623
C: 2.65175 -1.79149 -0.33382  0.017
C: -1.24174 -0.95494 -0.55096  0.012
H: -2.19424 -1.58220 -0.66892  0.000
H: 3.10465 -2.32260 -1.18721  0.000
H: -3.66713 0.86921 -0.49490  0.000
H: 0.85845 -0.66933 2.00034  0.700
H: 2.29183 -0.30261 -1.52626  0.011
H: 2.09752 -2.43413 0.28735  0.010
H: -2.35807 -0.25058 1.78205  0.004
H: 3.35883 -1.24495 0.22776  0.001
H: 0.95150 -1.16949 -1.02657  0.002
H: -0.62135 0.32060 1.83239  0.066
H: -2.57358 2.24360 -0.61000  0.001
H: -0.95865 -0.94706 -1.59108  0.003
H: -2.47894 0.75789 -1.86882  0.002
H: -1.93804 1.49348 1.79595  0.003
H: 2.42236 2.36593 1.36799  0.006
H: 0.26620 2.35309 0.34816  0.010
H: -0.38253 -1.39189 0.10798  0.020



We find *w* to be the most stable, with the next structure 3.005 eV higher.